Here is a cluster of 2 separate species, C2H3BrINO3 in total from the OMol25 dataset. Energies are from the ωB97M-V functional and the def2-TZVPD basis.

## Properties
ΔE to the lowest compared entry with this formula, charge and spin = 46.6 kcal/mol
frontier orbital gap (alpha / beta) = 8.043 / 6.102 eV

Bonds (Å) are listed after each position.
CARTESIAN COORDINATES (ANGSTROEM)
1 I 1.98203 2.30646 -1.28848  no bonds
2 Br -1.36645 -0.90495 -2.04172  C8 1.921
3 O -0.08506 0.90213 1.49232  C7 1.399, H11 1.039
4 O 1.28311 -1.10827 0.85251  N6 1.182
5 O 0.93531 -2.26179 -0.88135  N6 1.219
6 N 0.67764 -1.33040 -0.13861  O4 1.182, O5 1.219, C8 1.420
7 C -0.89980 0.62416 0.38984  O3 1.399, C8 1.473, H9 1.112, H10 1.219
8 C -0.33282 -0.40154 -0.50267  Br2 1.921, N6 1.420, C7 1.473
9 H -1.89858 0.32442 0.77597  C7 1.112
10 H -0.93126 1.69408 -0.19253  C7 1.219
11 H 0.63588 0.15569 1.53471  O3 1.039

Here is an isolated molecule of C2H3BrN2O from the OMol25 dataset. Energies are from the ωB97M-V functional and the def2-TZVPD basis.

## Properties
ΔE to the lowest compared entry with this formula, charge and spin = 9.4 kcal/mol
frontier orbital gap = 9.231 eV
SMILES string = [H]/N=N/[C@H](Br)C=O

Bonds (Å) are listed after each position.
CARTESIAN COORDINATES (ANGSTROEM)
1 Br 0.10343 2.07438 1.30356  C6 1.930
2 O -1.93117 -0.31281 -0.97724  C5 1.226
3 N 0.87519 -0.41621 0.36483  N4 1.238, C6 1.431
4 N 1.47851 -0.95068 -0.57476  N3 1.238, H7 1.056
5 C -1.38641 -0.05167 0.08995  O2 1.226, C6 1.609, H8 1.098
6 C 0.04249 0.67918 -0.02867  Br1 1.930, N3 1.431, C5 1.609, H9 1.137
7 H 2.19688 -1.61822 -0.18338  N4 1.056
8 H -1.64549 -0.28659 1.13030  C5 1.098
9 H 0.26657 0.88261 -1.12459  C6 1.137